{"formula": "C9H14N2S", "method": "wB97M-V/def2-TZVPD", "elements": ["C", "C", "C", "C", "C", "C", "C", "C", "C", "N", "N", "S", "H", "H", "H", "H", "H", "H", "H", "H", "H", "H", "H", "H", "H", "H"], "positions_angstrom": [[-2.21977, 1.18273, 0.97295], [-3.14884, 1.83508, 0.11149], [-2.22714, -0.20144, 0.90258], [-4.06867, 1.16532, -0.64740], [-3.09879, -0.90438, 0.13578], [-4.00625, -0.24147, -0.66883], [3.96674, -2.88521, 0.38106], [4.95512, -0.93858, 1.86565], [3.92060, -1.68995, 1.04012], [-0.97010, 2.13314, -3.87727], [-0.09801, 2.02517, -1.51910], [-0.47377, 1.12931, -2.77969], [-1.60721, 1.80227, 1.70144], [-3.13739, 2.85710, 0.30449], [-1.49995, -0.79343, 1.52629], [-4.76724, 1.77074, -1.14962], [-3.05699, -2.07614, 0.03544], [4.82813, -3.60081, 0.44004], [-4.61875, -0.74433, -1.26747], [3.17766, -3.30019, -0.21309], [5.88061, -1.52437, 1.80530], [4.65530, -0.58883, 2.81935], [5.14039, -0.04349, 1.28634], [3.07207, -1.01762, 1.05248], [-0.84366, 3.05527, -3.66619], [0.24590, 1.59411, -0.59214]], "atomic_forces_ev_per_a": [[-0.8, 0.5, -0.6], [1.5, -1.0, 2.4], [2.6, -0.4, 2.5], [1.1, -1.1, 0.5], [-0.8, -2.8, -1.8], [1.8, 2.8, 2.0], [1.2, 1.1, 1.5], [1.0, -1.6, -2.5], [-0.2, -0.8, 0.0], [0.3, -5.6, -0.2], [0.3, -1.9, 0.2], [-0.3, 4.2, 1.1], [-0.7, -1.1, -1.2], [-0.5, 1.9, -0.5], [-0.8, 0.7, -0.6], [-0.9, 0.2, -0.9], [0.0, 2.5, 0.5], [-0.5, 1.1, 0.1], [-2.6, -2.1, -2.3], [-0.6, 0.3, -0.1], [0.0, 0.3, 0.8], [-0.4, -0.3, 1.1], [0.2, 0.4, -0.2], [-0.8, -0.6, -0.8], [0.4, 3.2, 1.2], [-0.8, 0.1, -2.3]], "lowdin_charge": [-0.10, -0.11, -0.15, -0.07, -0.12, -0.08, -0.01, -0.11, -0.23, -0.35, -0.38, 0.81, 0.13, 0.08, 0.12, 0.09, 0.14, 0.06, 0.05, 0.03, 0.07, 0.06, 0.07, 0.08, -0.07, 0.01], "multiplicity": 1, "gap_ev": 8.79, "homo_energy_ev": -9.236, "relative_energy_kcal_mol": 107.3, "e_lumo_ev": -0.45}



{"formula": "C9H14N2S", "method": "wB97M-V/def2-TZVPD", "elements": ["C", "C", "C", "C", "C", "C", "C", "C", "C", "N", "N", "S", "H", "H", "H", "H", "H", "H", "H", "H", "H", "H", "H", "H", "H", "H"], "positions_angstrom": [[2.30927, 0.22363, 0.78448], [2.29424, -0.89187, 0.02379], [-0.09304, 0.32852, 0.99258], [-2.04189, -0.35416, -0.01149], [1.17618, 0.92797, 1.33196], [1.06506, -1.77646, -0.16875], [0.05253, -1.48741, 0.91837], [0.49566, -1.72386, -1.59239], [-1.51719, 2.13015, 0.48570], [-1.24133, 0.71762, 0.53009], [-3.05382, -0.18416, -0.82548], [-1.69292, -1.91085, 0.64178], [3.26541, 0.60806, 1.00175], [3.13377, -1.23581, -0.41333], [1.36548, 0.83335, 2.37715], [1.21154, 2.03180, 1.05656], [1.45848, -2.77940, 0.06110], [0.39260, -1.65233, 1.97132], [1.43895, -1.48906, -2.18517], [-0.34567, -1.02720, -1.70944], [0.16037, -2.76205, -1.99182], [-2.60808, 2.15252, 0.12344], [-0.79036, 2.55666, -0.10304], [-1.41973, 2.52030, 1.55733], [-3.30070, 0.62967, -1.54305], [-3.55989, -1.03150, -1.07992]], "atomic_forces_ev_per_a": [[1.2, -3.2, -2.7], [-3.7, 2.1, 2.4], [0.5, -5.8, -0.7], [-0.7, 0.3, 0.6], [-1.5, 3.1, -0.2], [0.2, -0.4, 0.1], [-0.5, 4.5, 1.7], [1.4, -2.0, -1.2], [-3.9, 0.0, 2.1], [1.4, -1.5, -0.2], [-0.2, 1.7, -1.8], [0.5, 0.2, -0.2], [0.9, 0.9, 0.2], [2.9, -1.1, -1.2], [-0.5, 0.3, 1.5], [0.0, -1.2, 0.5], [-0.3, 0.0, -0.2], [-0.4, -0.5, -0.9], [-1.8, 0.1, 0.0], [0.6, 0.1, -0.3], [0.4, 1.8, 0.9], [1.8, 1.0, 0.5], [1.1, 1.4, -1.7], [-0.5, -0.4, -1.6], [0.9, -1.7, 2.5], [0.1, 0.0, 0.0]], "lowdin_charge": [-0.05, 0.00, -0.01, -0.50, -0.10, -0.37, -0.32, -0.05, 0.06, -0.04, 0.21, 1.19, 0.13, 0.10, 0.17, 0.18, 0.17, 0.15, 0.12, 0.06, 0.13, 0.14, 0.09, 0.16, 0.24, 0.15], "multiplicity": 1, "gap_ev": 7.26, "homo_energy_ev": -16.921, "total_charge": 2, "e_lumo_ev": -9.66}



{"formula": "C9H14N3O", "method": "wB97M-V/def2-TZVPD", "elements": ["C", "C", "C", "C", "C", "C", "C", "C", "C", "N", "N", "N", "O", "H", "H", "H", "H", "H", "H", "H", "H", "H", "H", "H", "H", "H", "H"], "positions_angstrom": [[2.53164, 0.58494, 0.54259], [1.95594, -0.66388, 0.20383], [3.89707, 0.42242, 0.13637], [-1.45916, 0.03536, 0.74654], [0.60342, -1.12808, 0.09337], [-2.42071, 0.63363, -0.17974], [5.11359, 1.23282, 0.18667], [-1.92180, 0.78375, -1.60358], [-4.22177, -1.17965, 0.77515], [4.08368, -0.78355, -0.35364], [-0.29559, -0.39009, 0.53713], [-3.07826, -0.62433, 0.07254], [2.94961, -1.44663, -0.34007], [2.02483, 1.39314, 0.96160], [-1.66862, 0.06039, 1.76954], [0.36485, -2.14480, -0.28209], [-3.08814, 1.43984, 0.13339], [5.43112, 1.36325, -0.83320], [4.99401, 2.20590, 0.58096], [5.94722, 0.62685, 0.71799], [-1.20395, -0.05409, -2.04139], [-1.36382, 1.75079, -1.49444], [-2.75311, 1.03743, -2.42432], [-4.61224, -1.92316, 0.19194], [-4.05575, -1.55185, 1.73834], [-4.93057, -0.40424, 0.81311], [-2.82345, -1.27614, -0.64856]], "atomic_forces_ev_per_a": [[0.3, -3.3, -1.4], [2.4, 1.4, -0.6], [-1.0, -0.9, 0.5], [-1.1, 1.0, 0.8], [0.5, -1.0, 0.3], [-1.1, -0.2, -1.0], [1.8, -1.1, 0.4], [0.1, 1.1, -2.2], [0.5, 2.8, 0.2], [0.8, 0.4, -0.1], [1.0, 0.1, -1.0], [0.9, -3.0, -1.1], [-2.3, -0.2, 0.4], [-0.5, 1.2, 0.6], [-0.9, 0.2, 1.6], [0.3, 0.6, 0.0], [0.7, 0.3, 0.2], [0.4, 0.1, -0.4], [-0.1, 0.9, 0.8], [-1.4, 1.3, -0.7], [-1.6, 1.7, 1.2], [0.0, -0.9, -0.7], [1.6, -0.9, 2.1], [-0.9, -2.0, -1.5], [0.7, -0.4, 1.5], [-1.3, 0.9, 0.4], [0.3, 0.0, -0.2]], "lowdin_charge": [0.12, -0.19, -0.32, -0.08, 0.02, -0.32, -0.02, -0.04, -0.01, 0.11, 0.14, -0.04, 0.02, 0.10, 0.15, 0.17, 0.17, 0.08, 0.07, 0.13, 0.12, 0.10, 0.14, 0.07, 0.08, 0.09, 0.14], "multiplicity": 1, "gap_ev": 8.74, "homo_energy_ev": -12.938, "relative_energy_kcal_mol": 69.1, "total_charge": 1, "e_lumo_ev": -4.20}



{"formula": "C9H14N3S", "method": "wB97M-V/def2-TZVPD", "elements": ["C", "C", "C", "C", "C", "C", "C", "C", "C", "N", "N", "N", "S", "H", "H", "H", "H", "H", "H", "H", "H", "H", "H", "H", "H", "H", "H"], "positions_angstrom": [[2.55251, -0.70762, -2.56715], [1.91350, 0.54731, -2.71702], [2.29296, -1.46832, -1.40412], [1.00820, 0.96033, -1.80987], [1.32502, -0.96939, -0.53375], [0.54796, 0.14918, -0.71664], [1.02459, 1.36020, 1.88835], [-1.66601, -1.47197, 0.08178], [-2.22097, 0.34110, 1.59954], [1.25145, 2.58990, 1.53757], [-0.37817, 0.58384, 0.13216], [-1.07395, -0.37770, 0.89763], [1.25358, 0.20670, 2.92730], [3.09099, -1.11370, -3.31661], [2.31200, 1.20952, -3.52243], [2.68640, -2.50142, -1.21905], [0.50010, 1.95310, -1.99289], [1.36270, -1.76341, 0.33631], [-1.59667, -1.24764, -0.97954], [-1.08820, -2.47577, 0.13446], [-2.72381, -1.54116, 0.28390], [-3.12495, -0.44410, 1.79667], [-2.03661, 0.94835, 2.45384], [-2.48968, 1.07469, 0.82677], [1.00921, 2.93305, 0.61051], [1.92180, 3.22622, 2.07709], [-0.36785, -0.70001, 1.71055]], "atomic_forces_ev_per_a": [[-2.3, 0.4, 3.1], [2.4, -0.7, -0.9], [-0.2, 0.7, -1.8], [-2.8, 1.9, 0.8], [1.4, -4.2, 2.2], [3.1, -0.6, -1.9], [-0.7, -0.1, -0.6], [1.2, -2.4, -1.0], [-2.6, -1.4, -1.6], [1.2, 0.9, 0.5], [-1.2, 2.9, 2.4], [1.1, -0.1, 2.2], [-0.2, 0.3, -0.3], [2.1, -1.0, -2.3], [-0.9, -0.6, 0.6], [-0.1, 1.4, -0.3], [0.5, -1.2, 0.4], [-1.3, 2.1, -1.0], [0.2, 0.5, 0.0], [-1.1, 1.8, 0.6], [0.1, -0.4, 0.3], [2.5, 2.1, -0.3], [1.0, -0.2, 0.9], [-0.5, -0.4, 0.2], [-0.3, -0.3, 0.2], [-1.2, -1.4, -0.8], [-1.3, 0.0, -1.5]], "lowdin_charge": [-0.04, -0.08, -0.06, -0.04, -0.09, -0.38, -0.68, -0.01, 0.00, 0.11, 0.03, -0.26, 0.88, 0.07, 0.13, 0.13, 0.13, 0.14, 0.10, 0.14, 0.08, 0.15, 0.07, 0.10, 0.12, 0.18, 0.09], "multiplicity": 1, "gap_ev": [6.67, 6.46], "homo_energy_ev": [-11.386, -11.294], "relative_energy_kcal_mol": 74.4, "total_charge": 1, "e_lumo_ev": [-4.72, -4.84]}